(1)
The following is a quantum chemistry calculation of a cluster of 9 separate species, C46H117N7O16 in total at a distorted geometry, from the Open Molecules 2025 dataset.

Summary:
Energy relative to the best compared isomer or geometry (same formula, charge and spin): 305.4 kJ/mol
Total charge: 0
Structure (SMILES): COCCNCCOC.COCCNCCOC.COCCNCCOC.COCCNCCOC.COCCNCCOC.COCCNCCOC.COCCNCCOC.CCO.CCO
E_tot: -3409.53270 hartree
LUMO level: 0.0159 Eh
Frontier orbital gap: 9.00 eV
Strongest force on any atom: 0.045 hartree/bohr

Geometry as XYZ:
```
186
Properties=species:S:1:pos:R:3:lowdin_charge:R:1
C -7.88943 -1.97089 7.47359 -0.137
O -6.79239 -2.27217 6.66485 -0.178
C -5.58992 -1.82050 7.25727 -0.228
C -4.42953 -2.09562 6.29745 -0.184
N -3.19632 -1.45063 6.75705 -0.046
C -2.99220 -0.04816 6.60455 -0.259
C -1.55086 0.23826 6.75001 -0.208
O -0.73353 -0.56621 5.88343 -0.185
C -0.79824 -0.21624 4.56408 -0.153
H -8.75095 -2.40375 6.97456 0.088
H -8.01031 -0.87379 7.47669 0.089
H -7.91228 -2.20034 8.52351 0.079
H -5.37178 -2.31603 8.18340 0.117
H -5.64116 -0.73468 7.44577 0.122
H -4.79100 -1.85512 5.27770 0.114
H -4.15986 -3.15942 6.33610 0.121
H -2.42739 -1.92423 6.30494 0.104
H -3.48835 0.52907 7.39554 0.125
H -3.31185 0.38388 5.64439 0.114
H -1.23913 -0.11965 7.74199 0.132
H -1.28397 1.30381 6.60619 0.134
H -0.23448 -0.92483 3.96439 0.086
H -0.40888 0.79956 4.36088 0.087
H -1.83289 -0.17841 4.17470 0.086
C 5.05005 -7.73795 -6.20396 -0.133
O 5.45867 -6.40567 -6.04778 -0.192
C 4.41277 -5.60494 -5.56315 -0.238
C 5.02173 -4.23846 -5.16429 -0.188
N 4.03672 -3.39210 -4.46882 -0.060
C 3.44533 -3.84965 -3.18112 -0.194
C 2.50013 -2.80445 -2.61765 -0.239
O 3.31969 -1.67974 -2.41128 -0.184
C 2.57472 -0.46166 -2.23091 -0.079
H 4.24153 -7.80912 -6.94630 0.090
H 4.79640 -8.28798 -5.28951 0.089
H 5.86108 -8.32735 -6.59878 0.078
H 4.01164 -6.07828 -4.64420 0.110
H 3.63963 -5.53201 -6.36034 0.135
H 5.23070 -3.71796 -6.09361 0.113
H 5.94295 -4.41364 -4.57392 0.124
H 4.47828 -2.48808 -4.32752 0.099
H 4.14910 -4.07847 -2.38693 0.115
H 2.92434 -4.78703 -3.37894 0.102
H 2.10503 -3.11831 -1.66722 0.110
H 1.61648 -2.66775 -3.23172 0.109
H 1.70397 -0.58417 -1.59056 0.069
H 2.28775 -0.00948 -3.18284 0.088
H 3.20429 0.27678 -1.71777 0.070
C -5.01962 -0.10493 2.18926 -0.121
O -5.01932 1.15814 2.76532 -0.189
C -4.32166 2.17653 2.03411 -0.210
C -4.67328 3.53464 2.57031 -0.204
N -6.11533 3.63858 2.57108 -0.050
C -6.66285 4.90224 3.10529 -0.183
C -6.68989 6.06358 2.10280 -0.215
O -5.40499 6.63389 1.92152 -0.213
C -5.02696 7.52761 2.92662 -0.119
H -3.99074 -0.45252 2.01112 0.082
H -5.60302 -0.07532 1.25925 0.087
H -5.48403 -0.90464 2.77370 0.078
H -4.60912 2.10935 0.97557 0.107
H -3.25294 1.98359 1.97105 0.113
H -4.27840 4.29740 1.90665 0.115
H -4.28632 3.67671 3.56748 0.116
H -6.52315 2.88708 3.08886 0.093
H -6.03364 5.33718 3.92025 0.109
H -7.68057 4.67822 3.35619 0.111
H -7.35970 6.83944 2.46808 0.112
H -7.00952 5.72082 1.12355 0.122
H -3.98131 7.80899 2.79663 0.093
H -5.11387 7.08573 3.91432 0.071
H -5.73137 8.36431 2.83665 0.092
C 3.45191 2.30723 2.31506 -0.123
O 4.01558 1.99859 1.07996 -0.223
C 5.41058 2.36273 1.04643 -0.171
C 5.94291 1.83566 -0.30189 -0.200
N 7.32113 2.16462 -0.53218 -0.082
C 8.31251 1.66865 0.34060 -0.232
C 8.52752 0.17894 0.22819 -0.292
O 9.46133 -0.28621 1.11649 -0.170
C 9.44438 -1.72678 1.17764 -0.087
H 3.86908 1.57703 3.04614 0.097
H 2.35748 2.24967 2.24688 0.074
H 3.58196 3.32009 2.64157 0.079
H 5.93874 1.90888 1.89691 0.119
H 5.48277 3.42418 1.09885 0.116
H 5.29461 2.33405 -1.01724 0.083
H 5.74776 0.72864 -0.44996 0.129
H 7.61464 1.94084 -1.48103 0.121
H 8.12243 1.93590 1.38210 0.119
H 9.25949 2.18677 0.04694 0.135
H 8.75972 -0.07459 -0.82942 0.134
H 7.54360 -0.31324 0.37578 0.114
H 10.15939 -2.00975 1.97707 0.093
H 9.82001 -2.15204 0.24154 0.084
H 8.44300 -2.13510 1.40106 0.090
C -1.12343 -4.41423 -1.32852 -0.058
O -1.16945 -3.02246 -1.81028 -0.251
C -1.56792 -3.00449 -3.21239 -0.198
C -1.69317 -1.56649 -3.67486 -0.225
N -2.63439 -0.82102 -2.91949 -0.042
C -3.00781 0.52285 -3.37021 -0.211
C -3.92093 1.20404 -2.39066 -0.196
O -3.25344 1.38690 -1.13186 -0.206
C -2.67821 2.65655 -1.05658 -0.129
H -2.00956 -4.94664 -1.63872 0.080
H -1.02886 -4.32302 -0.22977 0.096
H -0.18877 -4.86221 -1.71242 0.088
H -2.46242 -3.60823 -3.32090 0.104
H -0.80074 -3.48319 -3.83789 0.122
H -1.95228 -1.55927 -4.72416 0.122
H -0.68631 -1.09763 -3.61642 0.125
H -2.19162 -0.68149 -2.02210 0.094
H -3.51936 0.49841 -4.34060 0.117
H -2.15386 1.14557 -3.64149 0.114
H -4.79137 0.51506 -2.29259 0.130
H -4.23422 2.17427 -2.78234 0.124
H -2.28850 3.03295 -1.98396 0.082
H -1.86866 2.67957 -0.32331 0.083
H -3.36104 3.39639 -0.60265 0.090
C 2.18310 2.77752 -1.73348 -0.096
O 3.43405 2.57570 -2.41327 -0.259
C 3.58514 3.17324 -3.73855 -0.198
C 5.01065 3.09084 -4.21333 -0.214
N 5.90630 4.20038 -3.91924 -0.050
C 5.78202 4.78144 -2.57554 -0.230
C 6.16589 6.24651 -2.68186 -0.261
O 7.33116 6.58369 -3.38481 -0.180
C 8.42635 5.68013 -3.03794 -0.078
H 1.94232 3.82788 -1.50987 0.091
H 2.22398 2.19173 -0.79587 0.068
H 1.39383 2.38864 -2.38175 0.079
H 3.33099 4.25196 -3.71423 0.124
H 2.86956 2.66672 -4.36501 0.112
H 5.04604 2.83776 -5.25825 0.109
H 5.37399 2.11482 -3.79121 0.132
H 5.64401 4.98644 -4.55105 0.125
H 6.34142 4.18854 -1.84576 0.095
H 4.73004 4.76688 -2.22890 0.110
H 6.03495 6.68328 -1.66641 0.126
H 5.34065 6.72027 -3.27415 0.129
H 8.29821 4.76145 -3.59091 0.068
H 8.51311 5.54518 -1.94800 0.093
H 9.34601 6.17987 -3.36076 0.084
C -4.95082 -3.95948 2.78846 -0.083
O -4.13873 -3.06150 2.00554 -0.191
C -4.08692 -3.39870 0.66130 -0.254
C -5.29019 -3.01865 -0.13324 -0.206
N -5.01456 -3.21876 -1.52516 -0.060
C -6.10507 -2.88212 -2.40682 -0.202
C -5.69765 -3.15258 -3.89131 -0.222
O -6.61952 -2.72269 -4.84561 -0.192
C -6.64936 -1.31864 -5.11707 -0.101
H -5.29357 -4.86568 2.19243 0.112
H -5.81993 -3.43815 3.18563 0.074
H -4.50349 -4.29550 3.73187 0.077
H -3.81091 -4.42406 0.59168 0.108
H -3.20722 -2.96402 0.14516 0.120
H -5.44378 -1.96872 -0.03551 0.100
H -6.19946 -3.50935 0.13092 0.122
H -4.21327 -2.66357 -1.79131 0.080
H -6.47574 -1.87483 -2.31630 0.096
H -6.98053 -3.48405 -2.19274 0.118
H -5.56392 -4.23485 -4.04889 0.128
H -4.71482 -2.68674 -4.06595 0.100
H -7.05020 -0.72555 -4.25687 0.089
H -7.40978 -1.19714 -5.90897 0.087
H -5.70793 -0.93357 -5.54727 0.083
C 3.67656 -1.14883 1.42909 -0.069
C 3.02791 -1.41705 2.75112 -0.354
O 3.52026 -2.51743 3.42993 -0.054
H 3.63774 -1.90857 0.64031 0.082
H 4.70030 -0.78696 1.53615 0.076
H 3.12076 -0.35118 0.97434 0.044
H 1.96023 -1.54905 2.63909 0.090
H 3.20597 -0.59267 3.45949 0.114
H 3.26213 -3.27464 2.91447 0.078
C 0.22425 0.77043 1.50259 -0.071
C -0.70030 -0.29296 0.88058 -0.271
O 0.13818 -1.22138 0.19339 -0.086
H 0.69846 1.42337 0.76932 0.061
H 1.03299 0.20387 1.98505 0.051
H -0.33739 1.32724 2.21317 0.048
H -1.39305 0.14923 0.13376 0.097
H -1.33226 -0.79041 1.61754 0.097
H -0.35002 -1.70501 -0.46212 0.025
```

***

(2)
The following is a quantum chemistry calculation of a cluster of 10 separate species, C34H67Br18NO3P in total at a distorted geometry, from the Open Molecules 2025 dataset.

Summary:
Energy relative to the best compared isomer or geometry (same formula, charge and spin): 144.6 kJ/mol
Total charge: 0
E_tot: -48289.68279 hartree
Expectation value of S²: 0.754
LUMO level (spin up / spin down): 0.0090 / 0.0075 Eh
Frontier orbital gap (spin up / spin down): 7.58 / 7.54 eV
Strongest force on any atom: 0.053 hartree/bohr
Multiplicity: 2

Geometry as XYZ:
```
124
Properties=species:S:1:pos:R:3:lowdin_spin:R:1
C 6.60998 -1.14572 2.83686 0.000
C 7.19714 0.11214 2.06842 0.000
C 6.08546 1.05873 1.53161 0.000
O 6.30653 1.68807 0.52553 0.000
O 4.91922 1.14986 2.25609 0.001
C 3.73556 0.92827 1.43497 0.005
C 2.75588 2.13977 1.52617 0.000
C 1.28632 1.78198 1.93540 0.001
P 0.50339 3.44509 2.44625 0.000
C -1.27344 3.19760 2.98194 0.000
C 1.35605 4.11638 3.96920 0.000
C 1.21781 0.83068 3.20999 -0.001
C 0.65879 -0.60752 2.90125 0.029
C 1.34931 -1.56765 3.95153 0.002
C -0.87419 -0.65111 3.21995 0.018
N 1.02566 -1.11509 1.55669 0.352
O 0.68937 -2.35445 1.37583 0.538
C 0.51401 -0.27988 0.42788 0.026
C -0.84845 -0.79297 -0.17176 0.011
C 1.56637 -0.45619 -0.75901 0.007
C 0.38700 1.25478 0.75823 0.001
H 5.90520 -1.71261 2.19379 0.000
H 7.48780 -1.77134 3.10960 0.000
H 6.13436 -0.76536 3.77097 0.000
H 7.89013 -0.21053 1.26719 0.000
H 7.77802 0.67815 2.83922 0.000
H 4.00294 0.80104 0.35902 0.000
H 3.30594 -0.04165 1.76669 0.004
H 2.77690 2.78202 0.61152 0.000
H 3.15229 2.79535 2.34439 0.000
H -1.55088 2.11980 2.94768 0.000
H -1.46246 3.55854 4.02285 0.000
H -1.95653 3.75190 2.30054 0.000
H 1.28451 3.44560 4.86460 0.000
H 0.86482 5.07736 4.25537 0.000
H 2.42838 4.35388 3.78153 0.000
H 2.24448 0.70997 3.62783 0.000
H 0.59652 1.32221 3.99232 0.000
H 2.45419 -1.42484 3.91835 0.000
H 1.02768 -1.18636 4.95564 0.000
H 1.03322 -2.62587 3.84091 -0.001
H -0.99032 -0.23263 4.25211 0.002
H -1.50466 -0.02082 2.55894 0.000
H -1.25514 -1.69766 3.28606 0.003
H -1.08793 -0.06914 -0.99567 0.000
H -0.74851 -1.78272 -0.66348 0.001
H -1.69291 -0.73153 0.54581 0.001
H 1.51969 0.38962 -1.47794 0.000
H 1.22716 -1.35935 -1.32813 0.000
H 2.58619 -0.69458 -0.39659 0.000
H -0.69316 1.50188 0.91698 0.000
H 0.68932 1.81340 -0.16024 0.000
Br 0.63774 4.76249 -0.91875 0.000
C 1.83860 6.03918 -1.77464 0.000
C 2.95426 6.44142 -0.84602 0.000
Br 2.33889 7.70351 0.50513 0.000
H 1.22904 6.87791 -2.10281 0.000
H 2.23657 5.52314 -2.64570 0.000
H 3.73579 6.96811 -1.39265 0.000
H 3.39169 5.59889 -0.31507 0.000
Br 0.29126 -0.00578 -4.53255 0.000
C 1.47261 1.21098 -5.49466 0.000
C 2.61028 1.65704 -4.61645 0.000
Br 2.01366 2.98668 -3.32271 0.000
H 0.85785 2.03369 -5.85453 0.000
H 1.84376 0.64100 -6.34594 0.000
H 3.38488 2.14955 -5.20370 0.000
H 3.05350 0.84171 -4.04910 0.000
Br -1.41074 4.09287 -7.18844 0.000
C -2.72717 2.85963 -7.92682 0.000
C -2.21823 1.44412 -7.92617 0.000
Br -0.92933 1.13602 -9.35811 0.000
H -2.98001 3.22537 -8.92009 0.000
H -3.59790 2.94914 -7.27662 0.000
H -3.03169 0.74610 -8.12191 0.000
H -1.72531 1.16890 -6.99572 0.000
Br 0.14677 -3.49493 -2.55356 0.000
C -1.25614 -4.38272 -3.57094 0.000
C -1.60195 -3.61377 -4.81976 0.000
Br -2.68786 -2.04912 -4.41080 0.000
H -2.10221 -4.50844 -2.89955 0.000
H -0.84921 -5.36099 -3.82503 0.000
H -2.21427 -4.22050 -5.48636 0.000
H -0.72684 -3.25782 -5.35928 0.000
Br -4.52183 1.08014 -3.83405 0.000
C -6.40044 0.64634 -4.09528 0.000
C -6.58650 -0.28410 -5.26557 0.000
Br -6.41921 0.66289 -6.96158 0.000
H -6.93167 1.58825 -4.20874 0.000
H -6.71486 0.16529 -3.16963 0.000
H -7.59407 -0.69858 -5.26944 0.000
H -5.86273 -1.09606 -5.28420 0.000
Br -8.32433 4.52100 -9.01680 0.000
C -6.55972 4.62656 -8.20029 0.000
C -5.75945 5.77408 -8.76059 0.000
Br -5.06568 5.36119 -10.53359 0.000
H -6.08340 3.66037 -8.35077 0.000
H -6.74631 4.77433 -7.13699 0.000
H -4.87821 5.96054 -8.14682 0.000
H -6.33439 6.69230 -8.85213 0.000
Br 0.54984 -4.71906 6.92202 0.000
C -1.13677 -5.04215 6.00139 0.000
C -0.92414 -5.76977 4.69981 0.000
Br -0.23878 -4.57191 3.32745 0.000
H -1.61802 -4.07504 5.87495 0.000
H -1.72470 -5.64954 6.68978 0.000
H -1.87294 -6.13877 4.30976 0.000
H -0.22109 -6.59603 4.78014 0.000
Br 7.12928 -1.37765 6.41169 0.000
C 5.65198 -2.13608 7.43029 0.000
C 5.26230 -3.49472 6.90816 0.000
Br 4.23482 -3.35796 5.26015 0.000
H 4.83966 -1.41414 7.39504 0.000
H 6.02137 -2.21215 8.45256 0.000
H 4.60289 -4.00002 7.61336 0.000
H 6.11800 -4.13125 6.69604 0.000
Br -4.33870 -9.45511 5.43797 0.000
C -4.39140 -7.71842 6.31592 0.000
C -5.32435 -6.77033 5.60780 0.000
Br -4.52792 -6.07513 3.97111 0.000
H -3.36732 -7.35580 6.36062 0.000
H -4.74625 -7.92013 7.32609 0.000
H -5.51903 -5.89326 6.22433 0.000
H -6.26917 -7.23005 5.32853 0.000
```

***

(3)
The following is a quantum chemistry calculation of a cluster of 2 separate species, C3HO3 in total at a distorted geometry, from the Open Molecules 2025 dataset.

Summary:
Energy relative to the best compared isomer or geometry (same formula, charge and spin): 97.1 kJ/mol
Total charge: -1
E_tot: -340.64554 hartree
LUMO level: 0.1452 Eh
Frontier orbital gap: 7.12 eV
Strongest force on any atom: 0.080 hartree/bohr

Geometry as XYZ:
```
7
Properties=species:S:1:pos:R:3:lowdin_charge:R:1
C -1.02565 -0.46857 -0.26467 -0.048
C 1.18209 -0.17002 0.93572 -0.487
C -0.82579 0.43882 -1.12685 -0.476
O -0.47931 1.10539 -2.09171 -0.084
O 0.86800 0.59841 1.77712 0.099
O 1.96337 -0.84918 0.32310 0.080
H -1.68272 -0.65485 0.44730 -0.084
```